{"formula": "C21H26N6O2OsS3", "method": "ωB97M-V/def2-TZVPD", "s_squared": 6.065, "spin_multiplicity": 5, "e_tot_ha": -2579.4555, "total_charge": 2, "symbols": ["Os", "O", "C", "C", "C", "C", "C", "C", "C", "O", "N", "N", "C", "S", "C", "C", "S", "H", "H", "H", "H", "H", "H", "H", "H", "H", "C", "C", "N", "C", "C", "N", "C", "C", "H", "H", "H", "H", "H", "H", "H", "H", "H", "H", "H", "H", "C", "C", "C", "C", "N", "C", "S", "N", "H", "H", "H", "H", "H"], "xyz": [[-0.409239, -0.193184, -0.416513], [-1.140399, -0.722293, 3.883318], [-0.872154, -1.991781, 3.997030], [-1.131876, -2.597655, 5.248195], [-0.861159, -3.919245, 5.430561], [-0.312944, -4.693863, 4.376155], [-0.062920, -4.129850, 3.140716], [-0.342714, -2.785539, 2.914110], [-0.162767, -2.181181, 1.608276], [-0.475237, -0.927085, 1.450647], [0.275373, -2.906322, 0.624164], [0.413396, -2.239603, -0.572685], [0.767005, -3.117406, -1.515694], [1.168183, -2.712415, -3.138921], [1.901239, -4.334906, -3.535498], [1.108045, -5.380355, -2.796003], [0.859277, -4.795569, -1.087637], [-1.061649, -0.377386, 2.949578], [-1.558789, -1.985382, 6.030932], [-1.072090, -4.381662, 6.385064], [-0.099461, -5.741354, 4.539908], [0.343160, -4.719534, 2.333078], [2.946148, -4.309873, -3.230289], [1.845261, -4.458896, -4.615732], [1.637967, -6.329901, -2.742019], [0.126587, -5.541578, -3.239918], [-1.004385, 1.683132, -2.856420], [-0.414614, 2.668694, -3.910940], [1.014460, 2.799026, -3.706453], [1.686268, 1.541877, -3.948505], [1.042364, 0.444764, -3.044965], [0.119947, 1.081569, -2.070764], [0.846335, 2.174243, -1.348722], [1.299020, 3.268795, -2.368092], [-1.558829, 0.875314, -3.335647], [-1.672317, 2.198689, -2.174520], [-0.881999, 3.647066, -3.809621], [-0.602466, 2.318341, -4.925446], [2.746287, 1.658591, -3.725935], [1.588379, 1.272874, -4.999578], [1.806486, -0.118378, -2.509053], [0.453035, -0.244832, -3.647105], [1.708277, 1.734667, -0.841036], [0.171616, 2.622153, -0.617675], [2.364601, 3.472180, -2.271216], [0.761970, 4.200437, -2.194494], [-1.039744, 5.654673, 1.829706], [-1.169387, 4.202479, 2.146853], [-0.941197, 3.694362, 3.428222], [-0.997659, 2.323411, 3.582489], [-1.334102, 1.506390, 2.582773], [-1.610476, 2.082106, 1.418664], [-2.236645, 1.078601, 0.098189], [-1.497204, 3.374358, 1.153390], [-1.458514, 6.262169, 2.630946], [-1.540904, 5.881522, 0.892851], [0.015542, 5.919917, 1.733577], [-0.718749, 4.349065, 4.258460], [-0.773642, 1.845562, 4.529241]], "atomic_forces_ev_per_a": [[-0.5, 0.3, -0.1], [0.0, -1.3, 0.6], [-0.2, 0.7, -0.1], [0.0, -0.3, 0.5], [-0.1, 0.3, 0.1], [0.0, -0.1, 0.1], [0.0, 0.4, -0.2], [0.0, -0.4, 0.0], [0.6, -0.8, -1.0], [-0.2, 0.4, -0.5], [-0.1, -0.2, 0.8], [-0.1, 0.3, -0.3], [-0.1, -0.1, 0.4], [0.0, -0.2, 0.1], [0.0, 0.1, 0.0], [-0.1, 0.0, 0.2], [0.1, 0.1, -0.3], [0.1, 0.5, -0.1], [0.0, 0.0, 0.0], [0.0, 0.0, 0.0], [0.0, 0.0, 0.0], [0.0, 0.0, 0.0], [0.0, 0.0, 0.0], [0.0, 0.0, 0.0], [0.0, 0.0, 0.0], [0.0, 0.0, 0.0], [-0.2, 0.3, -0.4], [-0.1, -0.2, 0.2], [0.3, 0.5, -0.4], [-0.2, -0.1, 0.2], [0.4, 0.1, -0.3], [-0.2, -0.3, 0.3], [0.2, 0.6, 0.0], [-0.1, -0.3, 0.1], [0.0, -0.1, 0.1], [0.1, 0.0, 0.1], [0.0, 0.0, 0.0], [0.0, 0.0, 0.0], [0.0, 0.0, 0.0], [0.0, 0.0, 0.0], [-0.1, 0.0, 0.1], [0.0, 0.0, 0.1], [0.0, -0.1, 0.0], [0.0, -0.2, 0.1], [0.0, 0.0, 0.0], [0.0, 0.0, 0.0], [0.0, 0.0, 0.0], [0.1, -0.1, 0.3], [0.0, -0.1, -0.1], [0.0, 0.3, 0.0], [-0.2, -0.1, -0.4], [0.3, 0.6, 0.8], [0.5, -0.4, -0.4], [-0.2, -0.1, -0.5], [0.0, 0.0, 0.0], [0.0, 0.0, 0.0], [0.0, 0.0, 0.0], [0.1, 0.0, 0.0], [0.0, 0.1, 0.0]], "lowdin_charge": [1.31, 0.16, -0.17, 0.05, 0.01, 0.03, 0.02, -0.01, -0.40, -0.28, 0.01, -0.23, -0.86, 1.02, -0.46, -0.47, 1.03, 0.08, 0.14, 0.13, 0.13, 0.12, 0.09, 0.10, 0.10, 0.09, -0.15, -0.12, -0.16, -0.12, -0.20, -0.35, -0.15, -0.12, 0.13, 0.07, 0.13, 0.13, 0.13, 0.13, 0.08, 0.07, 0.12, 0.08, 0.13, 0.13, -0.01, -0.29, 0.03, -0.08, 0.03, -0.74, 0.72, 0.10, 0.09, 0.09, 0.10, 0.13, 0.12]}